Run a
Entry from the OMol25 dataset: 2 unconnected molecules or ions with the total composition C3H5ClO (wB97M-V/def2-TZVPD).

Each line ends with the Mulliken charge.
Cartesian coordinates (Å):
C (1.14438, 0.39869, 0.13921)  -0.3878
C (-0.22332, 0.26059, -0.54375)  -0.4063
C (-1.36977, -0.42595, 0.42855)  -0.0684
H (1.29108, 0.80435, 1.16881)  0.3648
H (1.83410, 0.90525, -0.64423)  0.2428
H (-0.85180, 1.09922, -0.72285)  0.3477
H (0.09355, -0.45080, -1.47327)  0.2455
H (-2.04895, 0.44245, 1.72236)  0.2723
O (-1.81922, -1.74324, -0.14953)  -0.4216
Cl (1.94995, -1.29056, 0.07469)  -0.1890

Computed properties:
Kohn-Sham gap   9.321 eV
Lowest unoccupied orbital energy   -0.66 eV
Multiplicity   1


Run b
Entry from the OMol25 dataset: a single C3H5ClO molecule (wB97M-V/def2-TZVPD).

Each line ends with the Mulliken charge.
Cartesian coordinates (Å):
C (-0.63932, 1.23579, -0.03152)  -1.1049
C (-0.54051, -0.32489, -0.07167)  0.5590
O (-1.54413, -1.00704, -0.15745)  -0.5260
C (0.79118, -1.08209, 0.04878)  -0.3268
Cl (2.24355, -0.05453, -0.11733)  -0.1956
H (-1.62271, 1.51656, -0.33843)  0.3129
H (0.12492, 1.61749, -0.64990)  0.3786
H (-0.44430, 1.56445, 0.98043)  0.3104
H (0.77475, -1.87496, -0.68577)  0.3227
H (0.85658, -1.59079, 1.02284)  0.2696

Computed properties:
Kohn-Sham gap   10.824 eV
Lowest unoccupied orbital energy   0.84 eV
Multiplicity   1


Run c
Entry from the OMol25 dataset: a single C3H5ClO molecule (wB97M-V/def2-TZVPD).

Each line ends with the Mulliken charge.
Cartesian coordinates (Å):
C (0.05026, 1.14254, 0.06775)  -1.0894
C (0.82566, -0.19765, 0.03737)  0.4973
O (2.06494, -0.60966, -0.20673)  -0.5638
C (-0.23642, -1.21015, 0.09994)  -0.2376
Cl (-1.86982, -0.35353, -0.12110)  -0.2435
H (0.79313, 2.01848, 0.23275)  0.2789
H (-0.93938, 1.45999, 0.51126)  0.4088
H (-0.26777, 1.24185, -1.04843)  0.3571
H (-0.10418, -1.76918, 1.20130)  0.2933
H (-0.31641, -1.72271, -0.77412)  0.2990

Computed properties:
Kohn-Sham gap   10.583 eV
Lowest unoccupied orbital energy   0.32 eV
Multiplicity   1


The most stable of them is run b.